Entry 1:
Formula: C19H35N4O6P
Source: the OMol25 dataset
Level of theory: ωB97M-V/def2-TZVPD

Results
- gap between HOMO and LUMO (eV) = 8.94
- highest occupied orbital energy (hartree) = -0.305
- max |F| (eV/Å) = 2.849
- SMILES string = O=C(OP)c1ccccc1.CN(C)C=O.CN(C)C=O.CN(C)C=O.CN(C)C=O
- energy (eV) = -47803.0906

Last column: Mulliken charge in e.
CARTESIAN COORDINATES (ANGSTROEM)
O1 2.1666 -2.1897 0.9246  -0.53
C1 2.0045 -0.9903 0.8883  0.46
O2 3.0827 -0.1516 1.1381  -0.36
P1 3.8880 0.3256 -0.2958  0.03
C2 0.5706 -0.4730 0.6123  0.39
C3 -0.4442 -1.4467 0.1610  -0.37
C4 -1.8051 -0.9934 -0.0644  -0.41
C5 -2.1525 0.4240 0.1507  -0.40
C6 -1.1575 1.4144 0.5798  -0.60
C7 0.2172 0.9266 0.8246  -0.29
H1 4.8241 1.2994 0.1709  0.13
H2 4.6770 -0.7890 -0.7164  0.03
H3 -0.1411 -2.5068 0.0068  0.35
H4 -2.5842 -1.7166 -0.4181  0.41
H5 -3.2163 0.7017 -0.0333  0.33
H6 -1.4436 2.4926 0.7131  0.57
H7 0.9676 1.6837 1.1694  0.32
C8 9.4398 3.4005 0.3198  -0.92
N1 8.3714 2.5366 -0.1418  0.11
C9 8.6505 1.1294 -0.3675  -0.89
C10 7.1220 2.9992 -0.3691  0.11
O3 6.1844 2.3234 -0.7567  -0.62
H8 10.2510 3.3900 -0.4116  0.34
H9 9.8105 3.0314 1.2788  0.34
H10 9.0854 4.4233 0.4445  0.29
H11 8.4396 0.8828 -1.4099  0.29
H12 8.0018 0.5261 0.2705  0.28
H13 9.6928 0.9081 -0.1429  0.37
H14 7.0155 4.0772 -0.1681  0.28
C11 -3.0302 -1.8380 -5.0922  -0.94
N2 -2.7262 -0.7845 -4.1452  0.15
C12 -1.3874 -0.2209 -4.1218  -0.84
C13 -3.6504 -0.3067 -3.2793  0.07
O4 -3.4525 0.5737 -2.4643  -0.58
H15 -2.3718 -2.6896 -4.9053  0.34
H16 -2.8654 -1.4674 -6.1068  0.34
H17 -4.0665 -2.1606 -4.9945  0.30
H18 -0.9529 -0.3644 -3.1301  0.20
H19 -1.4436 0.8505 -4.3246  0.29
H20 -0.7593 -0.7026 -4.8698  0.37
H21 -4.6322 -0.7998 -3.3763  0.32
C14 -1.4878 -4.9410 1.2482  -0.92
N3 -2.5770 -5.7789 0.7857  0.13
C15 -2.3294 -7.1884 0.5474  -0.95
C16 -3.8205 -5.2868 0.5686  0.12
O5 -4.7732 -5.9359 0.1818  -0.60
H22 -0.6827 -4.9647 0.5099  0.37
H23 -1.1199 -5.3259 2.2020  0.35
H24 -1.8185 -3.9113 1.3830  0.23
H25 -2.5514 -7.4224 -0.4958  0.30
H26 -2.9874 -7.7831 1.1842  0.29
H27 -1.2907 -7.4335 0.7642  0.38
H28 -3.9011 -4.2071 0.7796  0.29
C17 -5.2381 3.7208 3.7794  -0.92
N4 -4.1823 4.2796 2.9589  0.08
C18 -3.7333 5.6357 3.2157  -0.94
C19 -3.6011 3.5768 1.9599  0.38
O6 -2.7121 3.9900 1.2380  -0.69
H29 -6.1351 4.3362 3.6784  0.34
H30 -4.9167 3.7159 4.8236  0.34
H31 -5.4691 2.7010 3.4729  0.31
H32 -3.8795 6.2400 2.3183  0.29
H33 -2.6685 5.6235 3.4566  0.29
H34 -4.2909 6.0701 4.0442  0.38
H35 -4.0134 2.5606 1.8481  0.11



Entry 2:
Formula: C19H36BBiN7S2Si
Source: the OMol25 dataset
Level of theory: ωB97M-V/def2-TZVPD

Results
- gap between HOMO and LUMO (eV) = 7.71
- total charge = +1
- highest occupied orbital energy (hartree) = -0.376
- max |F| (eV/Å) = 0.512
- energy (eV) = -66779.0477

Last column: Mulliken charge in e.
CARTESIAN COORDINATES (ANGSTROEM)
Bi1 -0.2241 0.8650 0.3455  1.69
C1 2.2164 3.4628 0.4372  -0.95
C2 3.0914 2.2583 0.7954  -0.67
N1 2.4116 0.9490 0.7509  -0.13
C3 2.6135 0.1218 1.9500  -0.58
C4 1.9929 0.7584 3.1967  -0.76
N2 0.5950 1.1465 2.9772  -0.18
C5 0.2418 2.5157 3.3834  -0.82
C6 1.0517 3.6130 2.6668  -0.79
N3 0.9858 3.5121 1.2158  -0.03
H1 1.9287 3.4003 -0.6159  0.37
H2 2.8387 4.3598 0.5577  0.42
H3 3.4800 2.4061 1.8023  0.28
H4 3.9566 2.2711 0.1297  0.42
H5 2.6996 0.4299 -0.0709  0.31
H6 3.6765 -0.0608 2.1495  0.46
H7 2.1279 -0.8375 1.7657  -0.03
H8 2.5610 1.6385 3.4958  0.24
H9 2.0912 0.0403 4.0138  0.52
H10 -0.0300 0.4869 3.4241  0.34
H11 0.3856 2.6649 4.4611  0.39
H12 -0.8220 2.6533 3.1718  0.30
H13 2.0918 3.5749 2.9923  0.30
H14 0.6630 4.5728 3.0166  0.48
H15 0.3446 4.1860 0.8207  0.25
C7 -3.2760 3.7590 0.4567  -0.77
N4 -3.1018 3.1029 -0.8225  0.30
C8 -3.1151 3.7346 -2.0504  -0.44
C9 -3.0321 2.7616 -2.9860  -0.61
N5 -2.9737 1.5467 -2.3470  -0.06
B1 -3.1466 0.1735 -3.0612  0.43
N6 -1.8466 -0.7240 -3.0253  0.52
C10 -1.9679 -2.0138 -3.4844  -0.87
C11 -0.7353 -2.5674 -3.5460  -0.38
N7 0.1476 -1.6117 -3.1128  0.34
C12 1.5795 -1.7869 -2.9871  -0.83
C13 -0.5516 -0.4958 -2.8027  -0.19
S1 0.2177 0.9651 -2.2674  -0.49
C14 -3.0256 1.7657 -1.0281  -0.25
S2 -2.9251 0.5727 0.2140  -0.43
H16 -2.8374 4.7539 0.4139  0.32
H17 -2.8011 3.1677 1.2356  0.23
H18 -4.3354 3.8467 0.6982  0.29
H19 -3.1868 4.8041 -2.1405  0.48
H20 -3.0087 2.8317 -4.0584  0.52
H21 -3.3763 0.4077 -4.2158  -0.18
H22 -4.0109 -0.4363 -2.5033  -0.09
H23 -2.9318 -2.4253 -3.7270  0.51
H24 -0.4210 -3.5434 -3.8690  0.53
H25 1.8698 -2.6677 -3.5542  0.33
H26 1.8508 -1.9266 -1.9399  0.19
H27 2.0975 -0.9170 -3.3830  0.38
C15 -0.8029 -4.7523 2.0818  -1.01
Si1 0.3713 -4.3516 0.6728  -0.20
C16 -0.0744 -5.2869 -0.8948  -0.93
C17 2.1614 -4.6699 1.1604  -0.99
C18 0.2017 -2.5129 0.3845  -0.03
C19 0.0592 -1.3049 0.3754  -0.39
H28 -0.8032 -5.8197 2.3101  0.35
H29 -1.8236 -4.4605 1.8287  0.33
H30 -0.5139 -4.2156 2.9871  0.31
H31 -0.1770 -6.3527 -0.6800  0.40
H32 0.6981 -5.1796 -1.6589  0.27
H33 -1.0210 -4.9369 -1.3079  0.31
H34 2.3327 -5.7361 1.3225  0.36
H35 2.4078 -4.1506 2.0885  0.30
H36 2.8586 -4.3360 0.3896  0.31



Entry 3:
Formula: C19H36CuF6GeNO7S2Si
Source: the OMol25 dataset
Level of theory: ωB97M-V/def2-TZVPD

Results
- gap between HOMO and LUMO (alpha / beta) (eV) = 8.20 / 7.58
- total charge = -1
- highest occupied orbital energy (alpha / beta) (hartree) = -0.216 / -0.212
- max |F| (eV/Å) = 1.591
- multiplicity = 2
- energy (eV) = -183119.9909
- expectation value of S² = 0.754

Last column: Mulliken charge in e.
CARTESIAN COORDINATES (ANGSTROEM)
Cu1 0.2948 -0.0243 0.9168  -1.42
C1 -2.3364 1.5384 -3.7608  -1.55
C2 -2.1558 2.3050 -2.4566  2.01
C3 -3.1819 3.4324 -2.3552  -1.90
C4 -0.7321 2.8607 -2.3754  -1.62
O1 -2.3740 1.3614 -1.4113  -0.28
Ge1 -1.9679 1.6238 0.3240  -0.55
O2 -0.1537 0.9582 2.4419  1.31
C5 0.2626 2.1142 3.1142  1.57
C6 1.4236 1.8206 4.0689  -1.50
C7 -0.9361 2.5929 3.9463  -1.67
C8 0.6819 3.2398 2.1571  -1.58
O3 -1.9036 -0.1822 0.6167  -0.15
C9 -2.6555 -1.2620 1.1796  2.04
C10 -2.2112 -1.5325 2.6280  -1.24
C11 -2.3947 -2.4691 0.2877  -1.59
C12 -4.1280 -0.8628 1.1216  -2.03
H1 -2.2485 2.2040 -4.6228  0.44
H2 -3.3191 1.0642 -3.7782  0.38
H3 -1.5802 0.7568 -3.8300  0.08
H4 -3.0619 4.1453 -3.1742  0.41
H5 -3.0665 3.9713 -1.4118  0.36
H6 -4.1928 3.0221 -2.3919  0.36
H7 -0.4553 3.3635 -3.3046  0.46
H8 -0.0326 2.0407 -2.1987  0.27
H9 -0.6362 3.5833 -1.5595  0.36
H10 1.1517 1.0064 4.7399  0.23
H11 1.6582 2.7035 4.6710  0.51
H12 2.3214 1.5298 3.5252  0.24
H13 -1.1643 1.8605 4.7236  0.37
H14 -1.8124 2.6897 3.3014  0.21
H15 -0.7407 3.5599 4.4184  0.44
H16 1.4147 2.8699 1.4396  0.23
H17 1.1337 4.0659 2.7130  0.48
H18 -0.1774 3.6353 1.6112  0.29
H19 -1.6599 -2.4709 2.7070  0.32
H20 -3.0702 -1.5845 3.3010  0.41
H21 -1.5688 -0.7186 2.9681  -0.15
H22 -1.3238 -2.6748 0.2449  0.29
H23 -2.7474 -2.2718 -0.7259  0.29
H24 -2.9031 -3.3505 0.6858  0.41
H25 -4.3185 -0.0308 1.8056  0.48
H26 -4.7684 -1.6988 1.4087  0.45
H27 -4.3868 -0.5505 0.1075  0.28
F1 5.4023 -1.0734 0.5578  -0.26
C13 4.1657 -0.9495 0.0798  0.51
F2 4.1874 -0.0172 -0.8695  -0.22
F3 3.8072 -2.1031 -0.4682  -0.24
S1 3.0019 -0.4247 1.4604  1.06
O4 2.4138 0.7958 0.9780  -0.50
O5 3.8306 -0.3870 2.6291  -0.68
N1 1.8594 -1.4890 1.5315  -0.34
S2 1.9927 -2.9245 2.2199  0.97
O6 0.8157 -3.6685 1.8991  -0.65
O7 3.2928 -3.4958 2.0521  -0.68
C14 1.8347 -2.5963 4.0613  0.61
F4 2.9913 -2.8121 4.6793  -0.25
F5 0.9292 -3.4311 4.5790  -0.25
F6 1.4378 -1.3552 4.3058  -0.14
C15 1.8458 -3.3648 -3.4464  -0.90
Si1 1.5133 -1.5295 -3.6248  -0.23
C16 3.0922 -0.6374 -4.1021  -0.97
C17 0.2181 -1.2494 -4.9545  -1.06
C18 0.9256 -0.8988 -2.0227  -0.30
C19 0.6274 -0.4729 -0.9191  2.07
H28 2.3153 -3.7861 -4.3392  0.32
H29 0.9156 -3.9051 -3.2593  0.29
H30 2.5063 -3.5384 -2.5948  0.22
H31 3.3993 -0.8699 -5.1250  0.37
H32 3.9022 -0.9206 -3.4277  0.25
H33 2.9568 0.4426 -4.0158  0.30
H34 0.5094 -1.7223 -5.8962  0.38
H35 0.0747 -0.1834 -5.1419  0.27
H36 -0.7415 -1.6678 -4.6436  0.31



Entry 4:
Formula: C19H36F10NO10P2S4
Source: the OMol25 dataset
Level of theory: ωB97M-V/def2-TZVPD

Results
- gap between HOMO and LUMO (eV) = 6.14
- total charge = -1
- highest occupied orbital energy (hartree) = -0.164
- max |F| (eV/Å) = 1.977
- energy (eV) = -131347.1401

Last column: Mulliken charge in e.
CARTESIAN COORDINATES (ANGSTROEM)
C1 4.0994 2.8527 -3.8436  -1.43
C2 3.2373 1.6255 -3.5090  0.00
N1 1.8840 1.8488 -4.0081  -0.07
P1 0.4907 1.0063 -3.3223  0.30
S1 1.6046 -0.9659 -2.8162  -0.31
C3 0.7446 1.7225 -1.5951  -2.04
C4 1.3774 0.9909 -0.4054  -0.90
C5 0.4386 0.0356 0.3665  -0.10
C6 0.9224 -1.4084 0.5341  -0.94
C7 2.0101 -1.6657 1.5512  0.97
F1 3.1720 -1.0450 1.2312  -0.28
F2 2.2942 -3.0084 1.5182  -0.37
C8 1.6078 -1.4006 3.0663  0.50
F3 0.2762 -1.3018 3.1529  -0.27
F4 1.9641 -2.4505 3.8117  -0.30
S2 2.3810 0.1303 3.9325  1.43
F5 3.8258 -0.4341 3.6043  -0.31
F6 2.4109 -0.6256 5.3427  -0.33
F7 0.9602 0.7292 4.3288  -0.33
F8 2.3485 0.9582 2.5856  -0.31
F9 3.0673 1.3758 4.6416  -0.32
C9 -0.7251 2.4566 -3.7780  -1.39
S3 -0.1477 3.6611 -5.0053  -0.21
C10 -1.5618 3.8073 -6.1218  -0.32
C11 -2.9406 3.9940 -5.4645  -1.00
P2 0.0919 -0.0327 -5.4107  0.06
O1 -0.2640 -1.6215 -5.1707  -0.29
O2 -1.2448 0.6304 -6.1008  -0.34
S4 -1.5948 -0.0034 -2.5884  1.14
O3 -2.4285 -0.3560 -3.7351  -0.65
O4 -2.3248 0.8139 -1.6276  -0.65
F10 -1.3609 -1.4396 -1.8570  -0.28
H1 5.0876 2.7640 -3.3855  0.43
H2 4.1941 2.9814 -4.9228  0.32
H3 3.6236 3.7455 -3.4329  0.29
H4 3.2749 1.4957 -2.4306  -0.08
H5 3.7185 0.7723 -3.9999  0.32
H6 1.9153 1.6396 -5.0014  0.35
H7 2.3055 -1.1619 -3.9367  0.19
H8 -0.1976 2.1287 -1.2236  0.73
H9 1.3646 2.5971 -1.8124  0.66
H10 1.5847 1.8023 0.3058  0.45
H11 2.3615 0.5632 -0.5827  0.40
H12 -0.5412 -0.0070 -0.1013  0.14
H13 0.2490 0.4381 1.3644  0.36
H14 1.3001 -1.8379 -0.3933  0.13
H15 0.0737 -2.0249 0.8405  0.45
H16 -1.6874 2.0617 -4.0994  0.49
H17 -0.9336 3.0275 -2.8736  0.68
H18 -1.5700 2.9774 -6.8259  0.25
H19 -1.3294 4.7035 -6.7036  0.39
H20 -3.6843 3.3091 -5.8743  0.23
H21 -3.2945 5.0176 -5.6085  0.33
H22 -2.8818 3.8441 -4.3875  0.28
H23 -0.4247 -2.0404 -6.0220  0.31
H24 -2.0719 0.2064 -5.8293  0.29
C12 -4.4029 -2.3266 -1.8979  -1.28
C13 -5.7922 -2.7302 -2.2989  0.57
C14 -6.8680 -1.7023 -2.0314  -0.49
O5 -8.0395 -2.5205 -1.8689  -0.35
C15 -7.6316 -3.7362 -1.4324  0.64
O6 -8.3630 -4.5855 -1.0332  -0.55
O7 -6.2906 -3.8421 -1.5122  -0.37
H25 -3.7053 -3.1524 -2.0288  0.38
H26 -4.0631 -1.4914 -2.5096  0.20
H27 -4.3671 -2.0346 -0.8472  0.33
H28 -5.8131 -3.0429 -3.3468  0.25
H29 -7.0126 -0.9973 -2.8451  0.30
H30 -6.6922 -1.1584 -1.1011  0.32
C16 2.8769 -1.3299 8.1935  -1.40
C17 2.6078 -1.3527 9.6736  0.53
C18 3.3248 -0.2962 10.4857  -0.49
O8 3.4377 -0.9260 11.7688  -0.34
C19 3.4447 -2.2677 11.5701  0.64
O9 3.7029 -3.0707 12.4045  -0.53
O10 3.1192 -2.5538 10.2889  -0.36
H31 2.4057 -2.1815 7.7054  0.35
H32 2.4827 -0.4172 7.7521  0.37
H33 3.9474 -1.3868 7.9928  0.31
H34 1.5319 -1.3196 9.8680  0.28
H35 2.7769 0.6381 10.5730  0.31
H36 4.3299 -0.0988 10.1058  0.32



Question: The highest max |F| belongs to which entry?
Answer: C19H35N4O6P



Question: The lowest energy belongs to which entry?
Answer: C19H36CuF6GeNO7S2Si